(1)
{
  "formula": "C12H36N2O7",
  "method": "the ωB97M-V functional and the def2-TZVPD basis",
  "elements": ["C", "O", "C", "C", "N", "C", "C", "O", "C", "H", "H", "H", "H", "H", "H", "H", "H", "H", "H", "H", "H", "H", "H", "H", "C", "O", "C", "C", "N", "C", "C", "O", "C", "H", "H", "H", "H", "H", "H", "H", "H", "H", "H", "H", "H", "H", "H", "H", "O", "H", "H", "O", "H", "H", "O", "H", "H"],
  "positions_angstrom": [[13.462, -5.220, -28.758], [12.653, -5.007, -29.868], [12.346, -3.647, -30.029], [13.420, -2.525, -30.200], [12.912, -1.177, -30.589], [13.871, -0.031, -30.261], [13.172, 1.333, -30.721], [11.913, 1.320, -30.154], [11.017, 2.412, -30.419], [14.467, -5.087, -29.158], [13.225, -6.218, -28.389], [13.377, -4.606, -27.861], [11.701, -3.367, -29.196], [11.827, -3.780, -30.978], [14.148, -3.011, -30.850], [13.756, -2.313, -29.185], [12.314, -1.079, -31.397], [14.790, -0.196, -30.823], [14.097, 0.096, -29.203], [12.950, 1.341, -31.788], [13.685, 2.222, -30.354], [11.259, 3.431, -30.118], [10.246, 2.313, -29.656], [10.635, 2.550, -31.431], [-1.669, 6.953, -25.953], [-1.165, 5.784, -26.417], [0.228, 5.874, -26.793], [0.877, 4.542, -27.050], [0.645, 4.021, -28.478], [1.188, 2.767, -28.739], [0.391, 1.620, -28.024], [-0.962, 1.871, -28.414], [-1.830, 0.861, -27.979], [-2.745, 6.938, -25.779], [-1.478, 7.731, -26.693], [-1.139, 7.254, -25.050], [0.784, 6.350, -25.986], [0.223, 6.544, -27.653], [0.434, 3.898, -26.290], [1.938, 4.646, -26.827], [-0.348, 3.849, -28.536], [2.220, 2.801, -28.389], [1.360, 2.557, -29.795], [0.592, 1.746, -26.960], [0.767, 0.684, -28.437], [-2.610, 0.907, -28.739], [-2.208, 0.918, -26.958], [-1.398, -0.132, -28.099], [6.664, 2.905, -26.655], [7.436, 2.650, -26.150], [6.128, 3.404, -26.039], [7.525, -1.895, -29.385], [7.015, -2.624, -29.034], [6.870, -1.284, -29.723], [5.713, 1.081, -30.002], [5.711, 1.621, -30.792], [6.041, 1.661, -29.315]],
  "e_tot_ha": -1114.798166,
  "de_lowest_kj_mol": 273.00,
  "smiles": "COCCNCCOC.COCCNCCOC.O.O.O",
  "spin_multiplicity": 1
}

(2)
{
  "formula": "C12H36NaO16P4",
  "method": "the ωB97M-V functional and the def2-TZVPD basis",
  "elements": ["Na", "C", "O", "P", "O", "O", "C", "O", "C", "H", "H", "H", "H", "H", "H", "H", "H", "H", "C", "O", "P", "O", "O", "C", "O", "C", "H", "H", "H", "H", "H", "H", "H", "H", "H", "C", "O", "P", "O", "O", "C", "O", "C", "H", "H", "H", "H", "H", "H", "H", "H", "H", "C", "O", "P", "O", "O", "C", "O", "C", "H", "H", "H", "H", "H", "H", "H", "H", "H"],
  "positions_angstrom": [[-0.725, -0.467, 0.974], [1.791, 3.128, 5.653], [1.573, 2.260, 4.527], [0.926, 0.832, 4.637], [0.456, 0.358, 3.336], [-0.169, 0.915, 5.776], [-1.491, 1.273, 5.407], [1.985, -0.039, 5.395], [3.231, -0.315, 4.769], [1.115, 3.972, 5.550], [2.827, 3.448, 5.695], [1.557, 2.622, 6.591], [-1.772, 2.198, 5.930], [-2.219, 0.532, 5.725], [-1.600, 1.533, 4.355], [3.372, 0.200, 3.815], [3.317, -1.379, 4.545], [4.041, -0.038, 5.440], [4.055, -0.296, 0.213], [3.681, -1.126, -0.908], [2.207, -1.689, -0.987], [1.324, -1.455, 0.142], [1.588, -1.076, -2.301], [2.312, -1.153, -3.546], [2.410, -3.233, -1.260], [3.513, -3.821, -1.969], [4.203, 0.726, -0.123], [4.964, -0.721, 0.632], [3.285, -0.297, 0.983], [1.919, -2.002, -4.107], [3.378, -1.282, -3.382], [2.105, -0.234, -4.082], [3.174, -4.174, -2.940], [3.887, -4.659, -1.385], [4.341, -3.122, -2.070], [-4.107, -3.529, -0.612], [-3.238, -3.458, -1.727], [-2.263, -2.224, -1.974], [-1.625, -1.795, -0.728], [-1.364, -2.781, -3.098], [-0.353, -3.745, -2.770], [-3.093, -1.134, -2.733], [-4.144, -0.437, -2.029], [-4.116, -2.626, 0.008], [-3.779, -4.317, 0.068], [-5.127, -3.725, -0.933], [0.000, -3.613, -1.744], [0.529, -3.532, -3.373], [-0.725, -4.750, -2.941], [-4.213, 0.538, -2.498], [-3.891, -0.298, -0.982], [-5.061, -1.002, -2.175], [-1.143, 1.907, -3.765], [-0.310, 1.783, -2.592], [-0.723, 2.302, -1.164], [-0.135, 1.508, -0.090], [-0.314, 3.813, -1.080], [-0.583, 4.749, -2.101], [-2.310, 2.289, -1.214], [-3.011, 2.833, -0.088], [-1.394, 0.901, -4.090], [-0.551, 2.419, -4.523], [-2.039, 2.496, -3.591], [-1.586, 4.645, -2.523], [0.144, 4.684, -2.915], [-0.488, 5.754, -1.695], [-2.441, 2.672, 0.832], [-3.975, 2.346, 0.018], [-3.133, 3.909, -0.208]],
  "e_tot_ha": -3210.660303,
  "de_lowest_kj_mol": 35.72,
  "spin_multiplicity": 1,
  "charge": 1
}

(3)
{
  "formula": "C12H36O6",
  "method": "the ωB97M-V functional and the def2-TZVPD basis",
  "elements": ["C", "C", "O", "H", "H", "H", "H", "H", "H", "C", "C", "O", "H", "H", "H", "H", "H", "H", "C", "C", "O", "H", "H", "H", "H", "H", "H", "C", "C", "O", "H", "H", "H", "H", "H", "H", "C", "C", "O", "H", "H", "H", "H", "H", "H", "C", "C", "O", "H", "H", "H", "H", "H", "H"],
  "positions_angstrom": [[38.090, 25.878, 12.789], [39.330, 24.873, 12.563], [39.648, 24.777, 11.149], [38.584, 26.838, 12.639], [37.562, 25.864, 13.742], [37.310, 25.681, 12.054], [39.036, 23.860, 12.838], [40.218, 25.270, 13.054], [40.138, 23.961, 11.028], [34.132, 30.557, 11.791], [33.632, 31.933, 11.918], [34.215, 32.676, 10.888], [35.202, 30.531, 11.995], [34.029, 30.208, 10.764], [33.595, 29.833, 12.405], [33.939, 32.373, 12.867], [32.543, 31.909, 11.968], [35.139, 32.777, 11.130], [45.858, 24.369, 11.392], [47.382, 24.366, 11.232], [47.887, 23.827, 12.412], [45.536, 23.327, 11.389], [45.277, 24.865, 10.615], [45.550, 24.787, 12.350], [47.711, 25.367, 10.951], [47.640, 23.699, 10.409], [48.834, 23.762, 12.273], [40.796, 21.140, 7.043], [41.971, 20.722, 7.867], [41.604, 20.681, 9.266], [39.857, 20.802, 7.482], [40.812, 20.898, 5.980], [40.783, 22.223, 7.171], [42.838, 21.321, 7.586], [42.255, 19.704, 7.604], [41.646, 19.820, 9.688], [32.892, 27.749, 17.623], [32.742, 28.338, 18.988], [33.938, 29.061, 19.285], [33.904, 27.345, 17.641], [32.734, 28.485, 16.835], [32.233, 26.888, 17.511], [32.695, 27.482, 19.661], [31.817, 28.897, 19.130], [34.610, 28.389, 19.418], [35.916, 27.803, 6.301], [36.396, 26.762, 7.285], [37.112, 27.458, 8.264], [36.693, 28.510, 6.009], [35.098, 28.420, 6.673], [35.439, 27.371, 5.421], [37.025, 26.001, 6.822], [35.527, 26.332, 7.784], [37.689, 26.869, 8.754]],
  "e_tot_ha": -930.105304,
  "de_lowest_kj_mol": 361.52,
  "smiles": "CCO.CCO.CCO.CCO.CCO.CCO",
  "spin_multiplicity": 1
}

(4)
{
  "formula": "C12H36O6S4",
  "method": "the ωB97M-V functional and the def2-TZVPD basis",
  "elements": ["C", "C", "O", "H", "H", "H", "H", "H", "H", "C", "C", "O", "H", "H", "H", "H", "H", "H", "C", "S", "O", "C", "H", "H", "H", "H", "H", "H", "C", "S", "O", "C", "H", "H", "H", "H", "H", "H", "C", "S", "O", "C", "H", "H", "H", "H", "H", "H", "C", "S", "O", "C", "H", "H", "H", "H", "H", "H"],
  "positions_angstrom": [[-3.115, 1.723, 0.204], [-4.557, 1.601, 0.406], [-4.771, 0.279, 1.074], [-3.052, 2.781, -0.225], [-2.775, 0.988, -0.578], [-2.412, 1.846, 1.005], [-4.987, 1.838, -0.584], [-4.876, 2.398, 1.182], [-5.715, 0.079, 1.066], [1.682, -4.815, -2.584], [1.151, -3.441, -2.911], [2.223, -2.715, -3.409], [2.631, -4.808, -2.065], [1.595, -5.146, -3.439], [0.929, -5.165, -2.027], [0.858, -2.872, -2.107], [0.427, -3.467, -3.644], [2.065, -1.717, -3.076], [-1.172, 2.217, -4.803], [-1.714, 3.517, -5.900], [-2.797, 4.342, -5.164], [-0.204, 4.552, -5.877], [-1.127, 2.432, -3.729], [-0.120, 2.106, -4.918], [-1.915, 1.351, -4.925], [0.549, 3.930, -6.227], [0.183, 4.792, -4.923], [-0.171, 5.395, -6.624], [1.244, 2.859, 3.490], [2.762, 1.989, 3.700], [3.319, 2.647, 4.950], [2.049, 0.472, 4.371], [0.683, 2.837, 4.291], [0.554, 2.485, 2.732], [1.464, 3.930, 3.128], [1.316, 0.621, 5.122], [2.660, -0.304, 4.601], [1.677, -0.034, 3.568], [-0.201, -2.863, 2.997], [0.936, -3.967, 3.855], [2.257, -3.259, 3.606], [0.485, -3.625, 5.451], [-0.501, -3.300, 1.897], [0.270, -1.875, 3.011], [-1.280, -2.861, 3.546], [1.293, -3.868, 6.171], [-0.488, -3.965, 5.692], [0.421, -2.453, 5.605], [1.311, -1.006, 0.138], [2.009, 0.284, -0.785], [2.328, -0.279, -2.197], [0.554, 1.231, -1.197], [1.017, -0.618, 0.988], [1.869, -1.773, 0.412], [0.645, -1.522, -0.566], [-0.110, 0.387, -1.583], [0.615, 2.092, -1.845], [0.052, 1.737, -0.352]],
  "e_tot_ha": -2522.598686,
  "de_lowest_kj_mol": 106.71,
  "spin_multiplicity": 1
}

(5)
{
  "formula": "C12H36O8",
  "method": "the ωB97M-V functional and the def2-TZVPD basis",
  "elements": ["O", "C", "C", "O", "H", "H", "H", "H", "H", "H", "O", "C", "C", "O", "H", "H", "H", "H", "H", "H", "C", "C", "O", "H", "H", "H", "H", "H", "H", "C", "C", "O", "H", "H", "H", "H", "H", "H", "C", "C", "O", "H", "H", "H", "H", "H", "H", "C", "C", "O", "H", "H", "H", "H", "H", "H"],
  "positions_angstrom": [[8.657, -7.311, 12.687], [8.526, -8.704, 12.958], [7.071, -9.109, 13.299], [6.292, -8.998, 12.142], [8.552, -7.256, 11.735], [8.937, -9.218, 12.089], [9.080, -8.980, 13.855], [6.688, -8.588, 14.177], [7.030, -10.151, 13.616], [5.379, -9.140, 12.401], [4.450, -12.904, 9.291], [5.273, -12.342, 10.263], [5.412, -13.014, 11.615], [4.195, -12.895, 12.302], [4.883, -13.720, 9.032], [6.237, -12.208, 9.773], [5.012, -11.295, 10.415], [6.162, -12.552, 12.257], [5.642, -14.074, 11.508], [3.526, -13.117, 11.651], [3.838, -12.798, 18.465], [3.903, -12.696, 19.975], [4.888, -13.675, 20.361], [3.357, -13.703, 18.092], [4.835, -12.720, 18.032], [3.275, -11.945, 18.087], [2.937, -12.713, 20.479], [4.329, -11.736, 20.266], [4.829, -13.767, 21.315], [2.121, -4.331, 12.605], [2.734, -5.684, 12.203], [3.705, -6.078, 13.089], [1.766, -4.252, 13.632], [1.218, -4.039, 12.069], [2.770, -3.483, 12.384], [3.135, -5.686, 11.190], [1.942, -6.430, 12.127], [4.483, -5.795, 12.602], [1.097, -9.138, 9.456], [2.193, -9.551, 10.399], [1.654, -9.899, 11.671], [1.594, -9.053, 8.489], [0.645, -8.196, 9.766], [0.438, -10.003, 9.372], [2.895, -8.720, 10.462], [2.751, -10.437, 10.095], [2.367, -9.678, 12.274], [3.643, -10.556, 15.069], [3.995, -9.087, 14.891], [3.925, -8.856, 13.509], [4.298, -11.209, 14.492], [2.630, -10.763, 14.723], [3.705, -10.822, 16.124], [4.968, -8.855, 15.325], [3.386, -8.452, 15.536], [3.711, -7.921, 13.459]],
  "e_tot_ha": -1080.613033,
  "de_lowest_kj_mol": 73.13,
  "smiles": "OCCO.OCCO.CCO.CCO.CCO.CCO",
  "spin_multiplicity": 1
}

(6)
{
  "formula": "C12H37ClO18",
  "method": "the ωB97M-V functional and the def2-TZVPD basis",
  "elements": ["O", "C", "Cl", "C", "C", "C", "C", "C", "C", "C", "C", "O", "C", "C", "C", "O", "H", "H", "H", "H", "H", "H", "H", "O", "H", "H", "O", "H", "H", "O", "H", "H", "O", "H", "H", "O", "H", "H", "O", "H", "H", "O", "H", "H", "O", "H", "H", "O", "H", "H", "O", "H", "H", "O", "H", "H", "O", "H", "H", "O", "H", "H", "O", "H", "H", "O", "H", "H"],
  "positions_angstrom": [[4.691, -0.765, 1.329], [4.165, 0.294, 1.187], [4.326, 1.550, 2.397], [3.340, 0.686, -0.004], [1.877, 0.825, 0.344], [1.311, -0.040, 1.261], [-0.034, 0.084, 1.622], [-0.775, 1.111, 1.059], [-0.194, 1.984, 0.141], [1.130, 1.842, -0.229], [-1.031, 3.074, -0.422], [-0.854, 3.493, -1.544], [-2.077, 3.598, 0.481], [-2.652, 2.761, 1.348], [-2.228, 1.340, 1.364], [-3.013, 0.435, 1.532], [3.678, 1.676, -0.307], [3.505, -0.056, -0.779], [1.888, -0.811, 1.742], [-0.481, -0.570, 2.356], [1.576, 2.529, -0.933], [-2.360, 4.640, 0.446], [-3.420, 3.097, 2.027], [-4.188, -2.027, 3.059], [-3.991, -1.265, 2.502], [-3.946, -2.764, 2.487], [-1.507, 3.892, -4.298], [-1.141, 3.942, -3.404], [-2.306, 4.428, -4.256], [0.045, 3.553, 3.185], [0.188, 4.356, 2.674], [0.062, 2.840, 2.535], [0.000, -0.867, -1.595], [-0.257, -0.418, -0.788], [-0.281, -1.787, -1.481], [2.636, -2.926, 1.573], [2.620, -3.597, 0.878], [3.512, -3.022, 1.961], [4.276, -4.735, -0.122], [5.063, -5.176, 0.212], [4.586, -4.239, -0.887], [0.947, -4.259, 3.596], [1.380, -4.060, 4.432], [1.421, -3.741, 2.930], [-2.202, -3.035, 1.032], [-1.290, -3.198, 0.764], [-2.204, -2.122, 1.342], [-1.089, -3.686, -1.487], [-2.043, -3.531, -1.397], [-1.002, -4.641, -1.547], [-3.427, 1.853, -5.417], [-3.008, 2.077, -4.578], [-2.888, 2.331, -6.056], [1.494, 5.163, -2.548], [0.793, 5.794, -2.737], [1.171, 4.334, -2.914], [-3.279, -1.933, -2.482], [-3.924, -1.580, -3.102], [-2.510, -1.355, -2.578], [-0.900, -5.947, 5.651], [-0.501, -5.769, 6.507], [-0.401, -5.403, 5.029], [7.228, 0.113, 2.853], [8.091, -0.147, 2.517], [6.598, -0.452, 2.388], [-5.589, 3.290, -7.351], [-4.838, 2.847, -6.939], [-5.223, 3.757, -8.107]],
  "e_tot_ha": -2293.976671,
  "spin_multiplicity": 1
}

(7)
{
  "formula": "C12H37FeO17PPd",
  "method": "the ωB97M-V functional and the def2-TZVPD basis",
  "elements": ["Fe", "Pd", "O", "H", "P", "O", "O", "O", "O", "C", "C", "O", "O", "H", "H", "H", "H", "H", "H", "C", "C", "O", "O", "H", "H", "H", "H", "H", "H", "C", "C", "O", "O", "H", "H", "H", "H", "H", "H", "C", "C", "O", "O", "H", "H", "H", "H", "H", "H", "C", "C", "O", "O", "H", "H", "H", "H", "H", "H", "C", "C", "O", "O", "H", "H", "H", "H", "H", "H"],
  "positions_angstrom": [[21.155, 8.459, 24.837], [20.017, 6.271, 22.899], [20.895, 6.446, 24.861], [21.523, 5.723, 25.054], [19.137, 8.776, 23.112], [19.377, 9.263, 24.583], [18.682, 9.894, 22.096], [18.307, 7.463, 23.107], [20.619, 8.231, 22.921], [15.323, 7.717, 21.405], [15.304, 8.766, 22.508], [16.039, 9.892, 21.939], [16.649, 7.444, 21.151], [14.827, 8.059, 20.497], [14.881, 6.772, 21.721], [15.843, 8.368, 23.368], [14.382, 9.112, 22.974], [16.933, 9.543, 21.914], [17.193, 7.528, 21.938], [19.728, 9.797, 19.092], [18.341, 10.475, 18.850], [18.240, 11.386, 17.747], [19.496, 8.644, 19.925], [20.463, 10.506, 19.472], [20.174, 9.447, 18.161], [18.061, 10.929, 19.800], [17.564, 9.725, 18.706], [17.720, 10.934, 17.079], [19.135, 9.046, 20.718], [16.689, 6.303, 26.097], [18.182, 6.585, 26.486], [18.958, 5.430, 26.484], [16.722, 6.087, 24.676], [15.949, 7.095, 26.218], [16.361, 5.446, 26.685], [18.223, 6.949, 27.513], [18.655, 7.296, 25.809], [19.865, 5.688, 26.302], [17.226, 6.781, 24.246], [19.106, 12.995, 22.481], [20.278, 12.690, 21.490], [20.823, 11.370, 21.758], [17.883, 12.370, 22.157], [18.948, 14.069, 22.382], [19.295, 12.861, 23.546], [21.080, 13.365, 21.788], [20.156, 13.005, 20.453], [20.000, 10.881, 21.697], [18.004, 11.431, 22.320], [23.222, 10.339, 23.695], [23.746, 8.823, 23.784], [23.318, 8.176, 25.049], [21.909, 10.553, 24.164], [23.380, 10.790, 22.715], [23.831, 10.917, 24.390], [24.832, 8.762, 23.713], [23.395, 8.336, 22.874], [24.076, 8.038, 25.623], [21.396, 11.059, 23.530], [17.897, 11.898, 26.269], [16.892, 10.824, 25.778], [17.333, 9.580, 26.242], [19.214, 11.705, 25.825], [17.977, 11.688, 27.335], [17.540, 12.916, 26.111], [16.630, 10.728, 24.724], [15.937, 11.081, 26.236], [18.092, 9.383, 25.689], [19.346, 10.832, 25.449]],
  "e_tot_ha": -3491.366936,
  "spin_multiplicity": 7
}